Entry from the Open Molecules 2025 dataset: a 2-piece molecular cluster, C3H7NS2 overall (the ωB97M-V functional and the def2-TZVPD basis).

Properties
Highest occupied orbital energy (hartree): -0.3464
LUMO level (eV): 0.30
Structure (SMILES): C=CN=C.SS
E_tot (eV): -26383.393
ΔE to the lowest compared entry with this formula, charge and spin (kcal per mole): 41.1

Atoms and positions in Å:
S (-2.3265, 1.2640, -2.8244)
S (-3.0886, -0.2366, -1.6191)
N (1.2081, -0.6661, 1.9189)
C (0.7084, 1.0105, 0.2276)
C (1.7435, -1.5882, 1.2459)
C (0.3610, 0.2546, 1.2602)
H (1.5982, 0.8096, -0.3537)
H (0.0839, 1.8345, -0.0872)
H (-0.5769, 0.3985, 1.7815)
H (-2.5723, 0.2015, -0.4601)
H (2.4321, -2.2622, 1.7509)
H (-1.1126, 0.7268, -3.0251)
H (1.5417, -1.7469, 0.1847)

***

Entry from the Open Molecules 2025 dataset: C3H7NS2 as an isolated structure at a distorted geometry (the ωB97M-V functional and the def2-TZVPD basis).

Properties
Highest occupied orbital energy (hartree): -0.3215
LUMO level (eV): -0.41
E_tot (eV): -26380.611
ΔE to the lowest compared entry with this formula, charge and spin (kcal per mole): 105.3

Atoms and positions in Å:
S (-2.1816, 1.7682, 0.0277)
S (-3.4940, -0.8446, -0.1010)
N (0.5525, 0.4459, -0.0547)
C (1.9973, -0.1643, -0.0540)
C (-2.0012, -0.0189, 0.1283)
C (-0.4712, -0.5369, 0.3627)
H (2.7237, -0.5962, 0.9738)
H (2.6508, 0.4183, -0.7687)
H (-0.5346, -0.2762, 1.6215)
H (-0.4287, -1.5311, -0.0410)
H (0.2798, 0.3547, -1.1343)
H (1.8962, -1.1862, -0.9177)
H (-0.9889, 2.1672, -0.0426)

***

Entry from the Open Molecules 2025 dataset: one molecule with the formula C3H7NS2 at a distorted geometry (the ωB97M-V functional and the def2-TZVPD basis).

Properties
Highest occupied orbital energy (hartree): -0.3263
LUMO level (eV): 0.81
Structure (SMILES): C/C(CS)=N/S
E_tot (eV): -26383.981
ΔE to the lowest compared entry with this formula, charge and spin (kcal per mole): 27.5

Atoms and positions in Å:
S (2.0084, -0.9553, -0.2782)
S (-2.1673, -0.6966, 0.0047)
N (-1.2521, 0.7595, -0.2579)
C (0.8219, -0.3010, 0.9012)
C (-0.0216, 0.8211, 0.1440)
C (0.7481, 2.1532, -0.1246)
H (0.1252, -1.0515, 1.2514)
H (1.7646, 2.0275, -0.5791)
H (-3.1897, -0.1845, -0.6150)
H (1.4553, 0.2189, 1.6717)
H (0.7870, 2.6867, 0.8537)
H (1.0569, -1.3209, -1.1470)
H (0.0194, 2.6987, -0.7780)

***

Entry from the Open Molecules 2025 dataset: C3H7NS3 as an isolated structure at a distorted geometry (the ωB97M-V functional and the def2-TZVPD basis).

Properties
Highest occupied orbital energy (hartree): -0.3279
LUMO level (eV): -0.07
E_tot (eV): -37213.888
ΔE to the lowest compared entry with this formula, charge and spin (kcal per mole): 146.2

Atoms and positions in Å:
S (-2.4707, -0.1815, -0.2329)
S (2.5799, -0.5366, -0.0708)
S (0.3227, 1.2471, 1.0011)
N (1.1031, -1.3695, 0.4084)
C (0.5826, 1.8325, -0.5321)
C (0.2483, -0.4769, 0.7798)
C (-1.2534, -0.9117, 0.8922)
H (1.9138, 2.1982, -0.6933)
H (-1.1408, -2.0704, 0.3936)
H (-0.2083, 1.2816, -1.2645)
H (-2.5351, -1.5688, -1.1955)
H (-2.0005, -0.9014, 1.8582)
H (2.9698, -1.6526, -0.8415)
H (-0.1114, 3.1099, -0.5028)

***

Entry from the Open Molecules 2025 dataset: a 2-piece molecular cluster, C3H7NS4 overall at a distorted geometry (the ωB97M-V functional and the def2-TZVPD basis).

Properties
Highest occupied orbital energy (alpha / beta) (hartree): -0.2149 / -0.2896
LUMO level (alpha / beta) (eV): 0.56 / -2.35
2S+1: 3
E_tot (eV): -48049.124

Atoms and positions in Å:
S (2.6550, 1.9092, -0.3817)
S (-1.1498, -2.8874, 0.6853)
S (-1.9900, -0.4673, -1.0162)
S (-0.1194, 2.1888, -1.2368)
N (1.4596, -1.2512, -0.1283)
C (-0.7840, -1.0297, 0.2812)
C (0.5098, -0.4468, 0.1082)
C (1.0136, 2.0646, -0.0584)
H (-1.3016, -2.6792, 2.0432)
H (-1.2641, -0.4449, 1.2297)
H (-1.9217, -1.4467, -1.8522)
H (2.3946, -0.8230, -0.1517)
H (0.6243, 2.2933, 1.0128)
H (0.5586, 2.1199, -2.3323)
H (1.4092, -2.2896, 0.0680)

***

Entry from the Open Molecules 2025 dataset: one molecule with the formula C3H7NSi at a distorted geometry (the ωB97M-V functional and the def2-TZVPD basis).

Properties
Highest occupied orbital energy (alpha / beta) (hartree): -0.1949 / -0.3851
LUMO level (alpha / beta) (eV): 0.64 / -1.50
2S+1: 3
E_tot (eV): -12587.244
ΔE to the lowest compared entry with this formula, charge and spin (kcal per mole): 2.4

Atoms and positions in Å:
Si (-0.6340, -0.0644, -0.1915)
N (-2.4101, -0.0628, -0.5138)
C (0.4470, -1.6764, -0.2485)
C (0.1830, 1.6508, -0.2216)
C (-2.1713, 0.0211, 0.7481)
H (0.4511, 1.9321, -1.1606)
H (1.2688, -1.7869, 0.5544)
H (-0.6284, 2.2471, 0.0612)
H (1.0582, 2.0728, 0.3184)
H (-2.8958, 0.1723, 1.5125)
H (0.9633, -1.7712, -1.2083)
H (-0.3490, -2.5666, -0.1025)

***

Entry from the Open Molecules 2025 dataset: a 2-piece molecular cluster, C3H7O overall at a distorted geometry (the ωB97M-V functional and the def2-TZVPD basis).

Properties
Highest occupied orbital energy (hartree): -0.0480
LUMO level (eV): 4.72
Net charge: -1
E_tot (eV): -5270.690
ΔE to the lowest compared entry with this formula, charge and spin (kcal per mole): 23.0

Atoms and positions in Å:
O (1.2086, 0.8466, 2.1762)
C (-0.5655, -0.4374, -0.3869)
C (-1.2611, 0.1460, -1.4110)
C (0.8396, -0.5860, -0.2598)
H (-1.1243, -0.8036, 0.4604)
H (0.9521, 0.5353, 1.2148)
H (1.1888, -1.4347, 0.3211)
H (0.3316, 1.0830, 2.5042)
H (-0.7359, 0.4025, -2.3137)
H (1.4983, -0.0716, -0.9545)
H (-2.3321, 0.3200, -1.3507)

***

Entry from the Open Molecules 2025 dataset: an isolated ion of composition C3H7O and charge +1 at a distorted geometry (the ωB97M-V functional and the def2-TZVPD basis).

Properties
Highest occupied orbital energy (hartree): -0.6646
LUMO level (eV): -3.53
Net charge: +1
E_tot (eV): -5261.388
ΔE to the lowest compared entry with this formula, charge and spin (kcal per mole): 48.9

Atoms and positions in Å:
O (0.0849, 0.1230, 0.6624)
C (-0.9981, 0.6053, -0.1906)
C (1.4796, 0.0382, 0.0992)
C (-0.9922, -0.7676, 0.1571)
H (2.1001, 0.3658, 0.9541)
H (-0.6150, 0.9617, -1.2952)
H (-1.7621, 1.2901, 0.1927)
H (1.4219, 0.8512, -0.7759)
H (-0.8916, -1.5047, -0.5613)
H (1.6860, -0.8977, -0.2490)
H (-1.5134, -1.0654, 1.0065)